(1)
14
Properties=species:S:1:pos:R:3 method="wB97M-V/def2-TZVPD" homo_energy_ev=-8.06 total_charge=0 homo_lumo_gap_ev=8.87 multiplicity=1 e_tot_ha=-307.494069
O 1.58 0.11 -0.95
O -1.52 1.68 0.75
C 0.18 0.19 -1.26
C -0.81 0.79 1.46
C -0.17 -0.71 -0.08
C 1.33 -0.96 -0.02
H -0.20 1.22 -1.23
H 1.66 -1.93 -0.44
H 0.23 1.12 1.48
H -2.46 1.46 0.83
H -0.02 -0.24 -2.25
H 1.84 -0.80 0.94
H -0.80 -0.37 1.04
H -0.84 -1.56 -0.27

(2)
14
Properties=species:S:1:pos:R:3 method="wB97M-V/def2-TZVPD" homo_energy_ev=-7.62 total_charge=0 homo_lumo_gap_ev=8.37 multiplicity=1 e_tot_ha=-307.488048
O -1.61 -1.59 1.09
O 1.27 -0.88 -0.04
C -0.92 -0.16 0.53
C 0.80 1.50 -0.14
C 0.29 0.08 -0.39
C -1.47 -1.74 -0.20
H -0.54 0.01 1.55
H -0.02 -0.02 -1.44
H 1.67 1.71 -0.77
H -0.76 -2.59 -0.39
H 0.04 2.25 -0.37
H 1.11 1.62 0.91
H 2.02 -0.77 -0.64
H -1.76 0.49 0.29

(3)
14
Properties=species:S:1:pos:R:3 method="wB97M-V/def2-TZVPD" homo_energy_ev=-9.71 total_charge=0 homo_lumo_gap_ev=10.64 multiplicity=1 e_tot_ha=-307.664155
O 0.80 0.95 -1.11
O 0.41 -0.95 1.86
C -0.03 -0.03 0.90
C -0.50 0.44 -1.36
C -0.71 -0.65 -0.32
C 1.15 0.71 0.25
H -0.15 -1.56 -0.61
H -1.26 1.24 -1.23
H -0.72 0.70 1.36
H -1.76 -0.91 -0.16
H -0.12 -1.75 1.77
H 2.04 0.06 0.30
H -0.54 0.09 -2.39
H 1.39 1.66 0.75

Number 1: LUMO energy 0.81 eV. Number 2: LUMO energy 0.76 eV. Number 3: LUMO energy 0.93 eV.